Arrangement one

Formula: C8H6O
Source: OMol25
Level of theory: ωB97M-V/def2-TZVPD

Cartesian coordinates (Å):
C1 1.403 2.054 2.045
C2 0.989 1.137 1.199
C3 0.172 0.224 0.396
C4 -1.226 0.578 0.165
C5 -1.669 -0.356 -0.632
C6 -0.736 -1.388 -0.566
C7 -0.143 -1.150 0.791
C8 0.383 -0.474 -1.082
O1 1.026 -0.314 -2.121
H1 1.967 2.840 2.388
H2 -1.647 1.471 0.318
H3 -2.642 -0.198 -1.171
H4 -1.011 -2.345 -0.922
H5 -0.763 -1.435 1.535
H6 0.858 -1.572 0.929

total charge: 0
gap between HOMO and LUMO: 0.379 hartree

Arrangement two

Formula: C8H6O
Source: OMol25
Level of theory: ωB97M-V/def2-TZVPD

Cartesian coordinates (Å):
C1 -2.643 -0.892 0.343
C2 -3.752 -0.914 0.972
C3 -0.453 -0.709 -0.985
C4 -1.959 1.535 0.545
C5 0.785 -0.445 -1.405
C6 -1.611 -0.877 -0.430
C7 1.190 0.051 0.965
C8 1.798 0.099 -0.424
O1 -2.796 2.045 -0.052
H1 1.208 -0.536 -2.351
H2 0.373 0.645 1.134
H3 1.970 0.266 1.687
H4 0.932 -0.893 1.271
H5 2.827 -0.465 -0.674
H6 2.132 1.090 -0.596

total charge: 0
gap between HOMO and LUMO: 0.256 hartree

Least stable = arrangement two

Arrangement one

Formula: C5H9ClO
Source: OMol25
Level of theory: ωB97M-V/def2-TZVPD

Cartesian coordinates (Å):
C1 -1.863 -1.527 0.280
O1 -0.773 -1.313 -0.576
C2 -0.046 -0.151 -0.303
C3 -0.798 1.085 -0.348
C4 1.283 -0.265 -0.060
C5 2.201 0.888 0.107
Cl1 2.041 -1.820 -0.198
H1 -1.618 -1.536 1.431
H2 -2.324 -2.482 -0.084
H3 -2.662 -0.791 0.169
H4 -1.274 1.224 0.639
H5 -0.122 1.969 -0.386
H6 -1.488 1.174 -1.175
H7 1.683 1.754 0.529
H8 3.011 0.620 0.804
H9 2.749 1.170 -0.830

total charge: 0
gap between HOMO and LUMO: 0.347 hartree

Arrangement two

Formula: C5H9ClO
Source: OMol25
Level of theory: ωB97M-V/def2-TZVPD

Cartesian coordinates (Å):
C1 2.568 -1.882 -0.837
C2 2.124 -1.674 0.669
C3 0.703 -1.198 0.784
C4 0.377 0.054 -0.210
C5 -1.206 0.385 0.019
H1 3.816 -1.916 -0.999
H2 2.163 -2.897 -1.264
H3 2.241 -1.040 -1.342
H4 2.457 -2.724 1.094
H5 2.825 -0.842 1.001
H6 0.523 -0.730 2.029
H7 -0.019 -2.195 0.770
H8 0.279 -0.184 -1.327
H9 0.827 1.056 0.049
O1 -2.109 -0.160 0.584
Cl1 -1.508 2.273 -0.426

total charge: 0
gap between HOMO and LUMO: 0.410 hartree

Least stable = arrangement two

Arrangement one

Formula: CH5N
Source: OMol25
Level of theory: ωB97M-V/def2-TZVPD

Cartesian coordinates (Å):
C1 -0.448 0.116 -0.387
N1 0.694 0.140 0.550
H1 -0.267 -0.741 -1.020
H2 -0.415 0.978 -0.999
H3 -1.510 0.170 0.147
H4 0.479 -0.195 1.479
H5 1.467 -0.467 0.230

total charge: 0
gap between HOMO and LUMO: 0.381 hartree

Arrangement two

Formula: CH5N
Source: OMol25
Level of theory: ωB97M-V/def2-TZVPD

Cartesian coordinates (Å):
C1 0.574 -0.009 -0.117
N1 -0.871 -0.025 -0.207
H1 0.920 -0.852 -0.456
H2 0.893 0.892 -0.599
H3 0.905 -0.048 0.948
H4 -1.200 -0.816 0.121
H5 -1.220 0.858 0.310

total charge: 0
gap between HOMO and LUMO: 0.380 hartree

Least stable = arrangement two

Arrangement one

Formula: C7H9NO
Source: OMol25
Level of theory: ωB97M-V/def2-TZVPD

Cartesian coordinates (Å):
C1 -1.774 0.308 0.354
C2 -2.251 1.503 0.809
C3 -0.157 1.516 1.331
C4 -0.361 0.353 0.638
C5 1.216 0.054 -1.615
C6 0.539 -1.954 0.073
C7 0.738 -0.455 0.220
N1 2.451 0.121 -1.693
O1 -1.331 2.181 1.473
H1 -2.316 -0.370 -0.139
H2 -3.198 1.875 0.714
H3 0.637 1.986 1.715
H4 0.224 -0.005 -2.231
H5 -0.294 -2.293 -0.484
H6 0.281 -2.295 1.020
H7 1.292 -2.565 -0.459
H8 1.552 -0.266 0.931
H9 2.755 0.308 -2.657

total charge: 0
gap between HOMO and LUMO: 0.329 hartree

Arrangement two

Formula: C7H9NO
Source: OMol25
Level of theory: ωB97M-V/def2-TZVPD

Cartesian coordinates (Å):
O1 -2.819 0.428 -0.009
C1 -1.997 -0.552 -0.128
C2 -0.523 -0.150 -0.158
C3 -0.029 1.207 -0.558
C4 1.318 0.937 -0.306
C5 1.676 -0.673 -0.864
C6 0.524 -1.237 -0.227
C7 0.405 -0.624 1.053
N1 1.343 0.496 1.127
H1 -2.050 -1.744 0.123
H2 -0.238 2.097 0.274
H3 -0.278 1.355 -1.615
H4 2.001 1.948 -0.472
H5 2.628 -1.213 -0.634
H6 1.552 -0.611 -2.046
H7 0.228 -2.285 -0.370
H8 0.138 -1.052 2.151
H9 0.926 1.170 1.911

total charge: 0
gap between HOMO and LUMO: 0.347 hartree

Least stable = arrangement two

Arrangement one

Formula: C5H7N6S
Source: OMol25
Level of theory: ωB97M-V/def2-TZVPD

Cartesian coordinates (Å):
C1 -2.541 0.086 -0.438
C2 -3.393 -0.722 0.268
C3 -1.190 -1.741 -0.197
C4 0.848 -2.058 -0.317
C5 1.713 -0.797 -0.061
N1 -1.325 -0.517 -0.641
N2 1.460 -3.127 -0.477
N3 3.005 -1.522 -0.032
N4 2.825 -2.718 -0.193
N5 1.458 -0.162 1.205
N6 1.458 0.198 -1.047
S1 -2.592 -2.225 0.695
H1 -2.626 1.132 -0.739
H2 -4.329 -0.435 0.503
H3 2.327 -0.365 1.777
H4 0.648 -0.444 1.716
H5 1.793 0.283 -1.982
H6 1.830 1.043 -0.642
H7 -0.372 0.014 -1.051

total charge: +1
gap between HOMO and LUMO: 0.341 hartree

Arrangement two

Formula: C5H7N6S
Source: OMol25
Level of theory: ωB97M-V/def2-TZVPD

Cartesian coordinates (Å):
N1 -0.918 0.636 1.605
C1 -0.101 1.669 1.106
N2 -0.738 2.569 0.224
N3 1.001 2.102 1.847
N4 2.091 1.455 1.816
N5 1.945 0.331 1.217
C2 0.974 -0.094 0.581
C3 0.741 -1.033 -0.370
N6 -0.442 -1.706 -0.579
C4 -0.510 -2.406 -1.757
C5 0.629 -2.284 -2.445
S1 1.876 -1.312 -1.701
H1 -1.955 0.770 1.589
H2 -0.795 0.580 2.622
H3 -0.502 3.582 0.109
H4 -1.626 2.342 -0.089
H5 -1.266 -1.419 -0.159
H6 -1.200 -3.106 -2.117
H7 0.798 -2.677 -3.498

total charge: +1
gap between HOMO and LUMO: 0.245 hartree

Least stable = arrangement two

Arrangement one

Formula: CH2Cl2N2O2
Source: OMol25
Level of theory: ωB97M-V/def2-TZVPD

Cartesian coordinates (Å):
O1 0.926 0.842 -1.756
N1 1.013 -0.055 -0.964
O2 1.983 -0.659 -0.511
C1 -0.292 -0.461 -0.270
N2 -0.251 0.709 1.084
Cl1 -1.796 1.498 0.778
Cl2 -0.317 -0.285 2.523
H1 -1.092 -0.218 -1.031
H2 -0.174 -1.373 0.148

total charge: 0
gap between HOMO and LUMO: 0.358 hartree

Arrangement two

Formula: CH2Cl2N2O2
Source: OMol25
Level of theory: ωB97M-V/def2-TZVPD

Cartesian coordinates (Å):
O1 0.435 -1.708 0.670
N1 1.004 -0.806 0.229
O2 2.222 -0.685 0.095
C1 0.232 0.415 -0.133
N2 -1.093 0.270 0.332
Cl1 -2.057 -0.915 -0.593
Cl2 -1.893 1.693 0.295
H1 0.776 1.188 0.407
H2 0.373 0.548 -1.302

total charge: 0
gap between HOMO and LUMO: 0.366 hartree

Least stable = arrangement one

Arrangement one

Formula: C7H15N2Si
Source: OMol25
Level of theory: ωB97M-V/def2-TZVPD

Cartesian coordinates (Å):
C1 -3.285 0.262 -0.432
N1 -1.867 -0.092 -0.008
C2 -1.459 -1.307 -0.104
C3 -0.217 -2.017 0.341
N2 0.995 -1.721 0.475
Si1 1.617 -0.078 0.056
C4 2.513 -0.027 -1.620
C5 2.513 0.194 1.731
C6 0.186 1.154 -0.198
C7 -1.067 0.973 0.582
H1 -4.151 0.036 0.116
H2 -3.166 1.365 -0.636
H3 -3.291 -0.285 -1.331
H4 -2.223 -2.070 -0.506
H5 -0.589 -3.032 0.328
H6 2.097 -0.668 -2.291
H7 2.183 0.958 -1.889
H8 3.557 -0.084 -1.727
H9 2.175 -0.574 2.336
H10 3.586 0.125 1.682
H11 2.060 1.136 2.028
H12 -0.150 1.296 -1.300
H13 0.564 2.017 0.128
H14 -1.654 1.881 0.659
H15 -0.928 0.559 1.581

total charge: +1
gap between HOMO and LUMO: 0.310 hartree

Arrangement two

Formula: C7H15N2Si
Source: OMol25
Level of theory: ωB97M-V/def2-TZVPD

Cartesian coordinates (Å):
C1 0.242 -2.369 2.987
C2 0.152 -1.215 2.060
N1 0.043 0.029 2.564
C3 0.115 0.908 1.513
C4 0.041 0.279 0.356
Si1 -0.088 0.818 -1.489
C5 1.528 0.279 -2.332
C6 -0.533 2.708 -1.221
C7 -1.430 -0.331 -2.150
N2 0.204 -1.226 0.767
H1 -0.346 -2.038 3.981
H2 -0.054 -3.377 2.676
H3 1.223 -2.573 3.109
H4 -0.142 0.210 3.517
H5 0.132 2.022 1.650
H6 2.140 1.261 -2.623
H7 2.117 -0.443 -1.715
H8 1.379 -0.261 -3.320
H9 -1.513 2.743 -1.097
H10 0.090 3.045 -0.386
H11 -0.362 3.268 -2.071
H12 -1.262 -1.444 -1.954
H13 -2.443 -0.344 -1.614
H14 -1.702 -0.085 -3.233
H15 0.470 -1.863 0.027

total charge: +1
gap between HOMO and LUMO: 0.398 hartree

Least stable = arrangement one

Arrangement one

Formula: C4H11NP
Source: OMol25
Level of theory: ωB97M-V/def2-TZVPD

Cartesian coordinates (Å):
C1 -0.844 -0.432 1.556
C2 -0.502 0.039 0.154
N1 -1.300 -0.791 -0.838
C3 0.956 -0.114 -0.181
C4 1.873 1.075 -0.086
P1 1.607 0.510 -1.822
H1 -0.568 -1.474 1.698
H2 -1.903 -0.309 1.770
H3 -0.290 0.158 2.280
H4 -0.813 1.079 0.016
H5 -1.043 -0.517 -1.798
H6 -2.311 -0.678 -0.698
H7 -1.063 -1.784 -0.710
H8 1.385 -1.053 0.156
H9 1.454 2.026 0.211
H10 2.856 0.899 0.330
H11 0.505 1.368 -2.037

total charge: +1
gap between HOMO and LUMO: 0.377 hartree

Arrangement two

Formula: C4H11NP
Source: OMol25
Level of theory: ωB97M-V/def2-TZVPD

Cartesian coordinates (Å):
C1 -0.891 -0.406 0.346
C2 0.800 0.380 0.840
C3 0.936 1.870 0.732
C4 -1.346 -1.137 -1.939
N1 -1.752 -0.364 -0.757
P1 1.844 -0.640 1.725
H1 -0.308 -1.393 0.436
H2 -1.423 0.050 1.113
H3 2.033 2.031 0.548
H4 0.591 2.317 1.601
H5 0.290 2.306 -0.096
H6 -2.212 -1.642 -2.141
H7 -1.002 -0.348 -2.765
H8 -0.575 -1.883 -1.592
H9 -2.334 0.364 -1.066
H10 2.883 0.200 2.039
H11 2.468 -1.705 0.978

total charge: +1
gap between HOMO and LUMO: 0.258 hartree

Least stable = arrangement two

Arrangement one

Formula: C4H11NP
Source: OMol25
Level of theory: ωB97M-V/def2-TZVPD

Cartesian coordinates (Å):
N1 0.458 -1.580 0.012
C1 0.386 -0.040 -0.246
P1 2.050 0.283 -1.146
C2 -0.024 0.586 1.213
C3 -1.494 0.491 0.668
C4 -1.008 0.301 -0.851
H1 0.718 -1.880 1.006
H2 1.124 -1.995 -0.707
H3 -0.592 -1.881 -0.137
H4 2.649 1.040 -0.238
H5 1.729 1.337 -1.905
H6 0.502 1.642 1.180
H7 0.152 -0.014 2.055
H8 -1.947 -0.495 0.959
H9 -2.142 1.394 0.867
H10 -1.416 -0.492 -1.435
H11 -1.145 1.302 -1.294

total charge: +1
gap between HOMO and LUMO: 0.373 hartree

Arrangement two

Formula: C4H11NP
Source: OMol25
Level of theory: ωB97M-V/def2-TZVPD

Cartesian coordinates (Å):
C1 -0.007 -0.623 0.212
C2 0.419 -1.029 1.532
C3 -2.164 -1.545 -0.275
C4 -0.953 -0.763 -0.723
N1 2.080 2.499 -0.092
P1 2.268 0.628 -0.511
H1 0.422 -0.233 2.209
H2 1.363 -1.362 1.432
H3 -0.353 -1.585 1.911
H4 -2.467 -1.482 0.878
H5 -3.184 -1.304 -0.821
H6 -1.998 -2.582 -0.449
H7 -0.690 -0.638 -1.730
H8 2.563 2.985 -0.757
H9 2.225 2.632 0.848
H10 1.042 2.834 -0.239
H11 1.905 0.921 -1.746

total charge: +1
gap between HOMO and LUMO: 0.303 hartree

Arrangement three

Formula: C4H11NP
Source: OMol25
Level of theory: ωB97M-V/def2-TZVPD

Cartesian coordinates (Å):
C1 -0.588 0.764 -0.063
C2 0.449 0.419 -1.111
C3 -1.750 -1.356 0.260
C4 2.544 -0.027 0.905
N1 -1.872 -0.021 -0.168
P1 1.745 -0.830 -0.639
H1 -0.039 0.687 0.831
H2 -0.896 1.749 -0.056
H3 -0.099 0.165 -1.975
H4 0.922 1.429 -1.250
H5 -2.378 -2.067 -0.352
H6 -1.005 -1.568 1.078
H7 3.259 0.704 0.645
H8 2.893 -0.943 1.323
H9 1.730 0.440 1.348
H10 -2.599 0.527 0.382
H11 -2.316 -0.072 -1.158

total charge: +1
gap between HOMO and LUMO (alpha / beta): 0.243 / 0.320 hartree

Least stable = arrangement three

Arrangement one

Formula: C4H11NP
Source: OMol25
Level of theory: ωB97M-V/def2-TZVPD

Cartesian coordinates (Å):
N1 0.873 -1.559 0.172
C1 0.427 -0.158 -0.007
P1 1.832 1.113 -0.211
C2 -0.463 0.115 1.159
C3 -1.417 0.847 0.174
C4 -0.791 0.149 -0.941
H1 0.997 -2.015 -0.810
H2 0.174 -2.164 0.562
H3 1.766 -1.619 0.767
H4 0.891 2.068 -0.258
H5 2.050 0.874 -1.731
H6 -0.095 0.687 1.941
H7 -0.897 -0.722 1.655
H8 -2.491 0.848 0.237
H9 -1.180 1.966 0.285
H10 -1.278 -0.891 -0.995
H11 -0.395 0.463 -1.997

total charge: +1
gap between HOMO and LUMO: 0.370 hartree

Arrangement two

Formula: C4H11NP
Source: OMol25
Level of theory: ωB97M-V/def2-TZVPD

Cartesian coordinates (Å):
C1 -0.184 0.734 -2.353
P1 -0.712 1.795 -0.928
C2 0.212 0.874 0.324
N1 0.113 -0.276 0.891
C3 0.992 -0.838 2.006
C4 -0.834 -1.199 0.378
H1 -0.922 0.957 -3.107
H2 -0.521 -0.312 -2.216
H3 0.787 0.860 -2.842
H4 0.141 2.945 -0.942
H5 0.852 1.626 0.962
H6 0.741 -1.895 1.861
H7 0.567 -0.436 3.023
H8 2.044 -0.546 1.917
H9 -1.682 -0.651 0.030
H10 -1.113 -1.721 1.308
H11 -0.480 -1.916 -0.314

total charge: +1
gap between HOMO and LUMO: 0.345 hartree

Least stable = arrangement one

Arrangement one

Formula: C9H16N2O2
Source: OMol25
Level of theory: ωB97M-V/def2-TZVPD

Cartesian coordinates (Å):
O1 1.888 2.236 -1.227
C1 2.346 1.361 -0.543
C2 2.318 1.404 0.896
C3 2.902 0.427 1.552
N1 3.807 -0.510 1.045
C4 3.890 -0.589 -0.311
O2 4.543 -1.349 -0.991
N2 2.980 0.304 -1.032
H1 1.580 2.118 1.166
H2 2.757 0.364 2.658
H3 4.101 -1.347 1.558
H4 2.951 0.134 -2.122
C5 -4.422 0.531 0.076
C6 -3.390 -0.562 -0.298
C7 -1.965 -0.112 0.121
C8 -0.939 -0.919 -0.380
C9 0.433 -0.503 -0.381
H5 -4.558 0.536 1.217
H6 -4.061 1.464 -0.394
H7 -5.541 0.459 -0.217
H8 -3.794 -0.785 -1.359
H9 -3.719 -1.456 0.221
H10 -1.888 1.116 0.051
H11 -2.005 -0.152 1.252
H12 -1.224 -1.039 -1.471
H13 -1.029 -2.010 0.026
H14 0.726 -0.881 0.704
H15 0.988 -0.912 -1.324
H16 0.324 0.671 -0.495

total charge: 0
gap between HOMO and LUMO: 0.370 hartree

Arrangement two

Formula: C9H16N2O2
Source: OMol25
Level of theory: ωB97M-V/def2-TZVPD

Cartesian coordinates (Å):
O1 -1.047 -1.469 0.423
C1 -1.055 -0.523 -0.358
C2 -1.914 0.655 -0.228
C3 -2.136 1.513 -1.180
N1 -1.446 1.429 -2.358
C4 -0.468 0.512 -2.535
O2 0.253 0.522 -3.525
N2 -0.266 -0.431 -1.542
H1 -2.358 0.636 0.839
H2 -2.849 2.293 -1.156
H3 -1.431 2.087 -3.173
H4 0.305 -1.206 -1.865
C5 0.646 0.880 1.558
C6 1.417 -0.382 2.052
C7 2.900 -0.239 1.868
C8 1.134 -1.522 1.071
C9 0.849 -0.683 3.335
H5 1.051 1.705 2.186
H6 0.849 1.067 0.402
H7 -0.304 0.663 2.037
H8 3.485 -1.249 1.566
H9 2.738 0.431 0.759
H10 3.346 0.483 2.849
H11 2.030 -2.280 1.451
H12 1.249 -1.366 0.036
H13 0.130 -1.963 1.266
H14 -0.315 -0.533 3.506
H15 0.969 -1.640 3.851
H16 1.202 0.189 4.051

total charge: 0
gap between HOMO and LUMO: 0.354 hartree

Arrangement three

Formula: C9H16N2O2
Source: OMol25
Level of theory: ωB97M-V/def2-TZVPD

Cartesian coordinates (Å):
O1 -1.386 -0.327 -0.706
C1 -2.594 -0.422 -0.234
C2 -3.157 -1.261 0.697
C3 -4.332 -0.888 1.220
N1 -5.173 0.155 0.727
C4 -4.700 0.998 -0.267
O2 -5.345 1.916 -0.721
N2 -3.563 0.452 -0.847
H1 -2.346 -1.711 1.299
H2 -4.746 -1.392 2.034
H3 -5.854 0.398 1.509
H4 -3.181 0.808 -1.675
C5 0.709 -0.908 -1.312
C6 2.080 -1.106 -0.652
C7 2.479 0.253 -0.123
C8 3.908 0.260 0.443
C9 4.450 1.661 0.787
H5 0.044 -0.245 -0.720
H6 0.806 -0.529 -2.345
H7 0.177 -1.927 -1.245
H8 2.841 -1.471 -1.352
H9 2.113 -1.710 0.208
H10 2.468 1.011 -0.963
H11 1.791 0.560 0.688
H12 4.611 -0.167 -0.345
H13 4.121 -0.376 1.301
H14 3.830 2.133 1.512
H15 5.528 1.562 1.195
H16 4.420 2.273 -0.114

total charge: 0
gap between HOMO and LUMO: 0.337 hartree

Arrangement four

Formula: C9H16N2O2
Source: OMol25
Level of theory: ωB97M-V/def2-TZVPD

Cartesian coordinates (Å):
O1 4.501 -1.585 -0.301
C1 3.736 -0.672 -0.417
C2 2.448 -0.712 -1.235
C3 1.360 0.184 -1.077
N1 1.769 1.392 -0.350
C4 2.803 1.526 0.381
O2 2.951 2.594 0.969
N2 3.872 0.565 0.207
H1 2.239 -1.523 -1.844
H2 0.488 0.096 -1.659
H3 1.032 2.157 0.030
H4 4.775 0.877 0.647
C5 0.236 -1.395 1.221
C6 -1.177 -1.450 0.748
C7 -1.762 -0.121 0.170
C8 -3.258 -0.069 -0.017
C9 -3.644 1.348 -0.718
H5 0.869 -1.028 0.346
H6 0.346 -0.670 2.123
H7 0.626 -2.369 1.422
H8 -1.850 -1.786 1.649
H9 -1.325 -2.098 -0.097
H10 -1.607 0.589 1.035
H11 -1.119 0.264 -0.709
H12 -3.801 -0.335 0.922
H13 -3.420 -0.939 -0.661
H14 -2.956 1.499 -1.630
H15 -4.681 1.370 -0.978
H16 -3.454 2.292 -0.175

total charge: 0
gap between HOMO and LUMO: 0.344 hartree

Least stable = arrangement two